Entry 1:
99
Properties=species:S:1:pos:R:3:forces:R:3:mulliken_spin:R:1 method="wB97M-V/def2-TZVPD" total_energy_ha=-9746.36449 spin_multiplicity=5 lumo_energy_ev="-8.827 / -11.018" e_homo_ev="-13.9 / -14.4" de_lowest_ev=0.1897 charge=+3 homo_lumo_gap_ev="5.0 / 3.4" s2=6.06
Os 1.195796 0.842031 -0.005464 -0.59 -1.35 1.35 2.40
C 2.896703 3.568085 0.900231 0.02 0.01 0.20 0.04
C 2.454619 3.891416 -0.532576 -0.11 0.07 0.03 0.01
S 1.851366 2.497563 -1.546247 0.07 0.48 -0.38 0.00
C 3.381201 1.934221 -2.400083 0.08 -0.11 0.09 0.03
C 3.599860 0.423478 -2.439810 -0.02 0.02 -0.04 0.03
S 3.122413 -0.555174 -0.991690 -0.04 0.05 0.15 0.17
C 4.436885 -0.182802 0.199164 0.03 0.01 0.07 0.01
C 4.479269 1.237451 0.735304 -0.05 -0.02 -0.07 0.01
S 2.867339 1.821400 1.390958 0.16 0.23 -0.09 0.04
H 2.223365 4.050556 1.610822 -0.06 -0.03 -0.01 -0.01
H 3.904140 3.932077 1.103294 0.02 -0.03 -0.02 0.00
H 3.243376 4.372111 -1.111999 -0.03 -0.05 -0.05 0.00
H 1.609335 4.579736 -0.512258 0.00 -0.01 0.04 -0.01
H 4.210284 2.452744 -1.925826 -0.03 0.00 0.03 0.00
H 3.296908 2.316385 -3.417453 0.00 0.01 0.00 0.00
H 4.657779 0.226024 -2.623397 -0.02 -0.01 -0.03 0.00
H 3.052025 -0.024092 -3.265454 -0.01 -0.01 0.00 0.00
H 5.392762 -0.419839 -0.271038 0.00 -0.03 0.00 0.00
H 4.278391 -0.910365 0.995616 0.00 0.00 0.00 0.00
H 4.795927 1.943806 -0.027877 0.03 0.00 0.02 0.00
H 5.189565 1.301063 1.560381 -0.01 0.00 0.02 0.00
C -0.768541 7.075788 2.344696 -0.03 0.02 0.07 0.00
S 0.020441 6.926474 3.964039 0.25 0.09 -0.26 0.12
C -0.474421 5.413720 4.607235 -0.26 0.11 0.54 0.21
C -0.631241 4.147490 4.014703 -0.11 -0.49 0.48 0.11
S -0.340463 3.661244 2.445194 0.22 0.00 -0.66 0.25
S -1.135341 2.903068 5.150347 0.11 0.14 -0.62 0.00
C -1.116509 3.848818 6.576934 -0.30 -0.70 1.67 -0.09
S -1.454529 3.237680 8.074817 0.21 0.41 -0.96 0.30
S -0.742911 5.502256 6.317966 0.09 0.25 -0.48 0.08
H -0.349445 7.994787 1.938670 -0.04 0.02 -0.02 0.00
H -1.841471 7.191548 2.473168 -0.01 -0.02 -0.04 0.00
H -0.536265 6.236366 1.701134 0.00 0.00 0.00 0.00
C 3.770338 -5.803737 1.856126 -0.05 0.00 0.01 0.00
C 2.790723 -4.681171 1.969233 0.07 -0.07 -0.01 0.02
C 1.436316 -4.882406 1.733003 -0.13 0.09 -0.03 0.00
C 0.516571 -3.849571 1.815045 -0.10 -0.25 0.08 0.02
C -0.938660 -4.152782 1.592711 0.01 -0.03 0.02 0.00
C 1.002142 -2.542171 2.078854 -0.25 0.52 0.03 0.04
C 0.078640 -1.483036 1.855132 -0.06 -0.93 0.06 -0.03
O 0.301742 -0.323896 1.412149 0.86 1.04 -0.54 0.10
C 2.356016 -2.347616 2.466862 0.22 -0.06 0.02 0.01
C 2.770336 -1.116969 3.221937 0.05 0.02 -0.01 -0.01
C 3.221720 -3.410547 2.385162 -0.03 0.11 0.02 0.00
H 3.281033 -6.743176 1.613864 0.00 -0.01 0.00 0.00
H 4.322610 -5.928929 2.788323 0.01 0.02 0.01 0.00
H 4.502119 -5.585553 1.075888 0.02 0.01 0.00 0.00
H 1.086195 -5.876742 1.488861 0.00 -0.01 -0.01 0.00
H -1.081451 -5.229194 1.534502 0.00 -0.01 0.01 0.00
H -1.318687 -3.715836 0.671904 0.01 0.01 0.00 0.00
H -1.550484 -3.786728 2.419156 -0.01 0.00 0.03 0.00
H -0.979702 -1.690773 2.041120 0.02 -0.04 -0.19 0.00
H 2.490159 -1.249104 4.269697 0.00 0.02 0.01 0.00
H 2.279306 -0.212514 2.882758 -0.06 0.06 0.03 0.00
H 3.851147 -0.978094 3.210496 0.03 0.00 -0.01 0.00
H 4.244720 -3.292321 2.723881 0.02 0.00 0.00 0.00
C -1.883930 -3.908516 -3.155246 -0.02 -0.09 -0.14 0.00
O -0.977060 -3.647328 -2.062009 0.16 0.10 0.04 0.00
C -0.793876 -2.468254 -1.516140 -0.16 -0.10 0.02 0.03
O 0.198047 -2.274711 -0.829384 0.09 0.07 -0.06 0.02
C -1.701800 -1.305265 -1.763715 0.22 -0.14 0.16 -0.02
C -3.028351 -1.281302 -1.920154 -0.01 0.22 -0.10 0.01
As -4.288120 0.028748 -2.829268 -0.13 0.02 0.03 0.00
C -5.466191 0.467270 -1.330824 -0.04 -0.03 0.00 0.00
C -2.811952 1.378398 -2.918465 0.13 -0.06 -0.01 0.02
C -2.052939 1.459661 -1.815341 0.09 0.15 0.10 -0.05
As -0.518357 0.284983 -1.742054 -0.75 0.32 -0.82 0.08
C 0.292740 0.066736 -3.489707 0.16 0.00 0.07 0.00
C -2.732424 1.642130 -0.496806 -0.34 -0.20 0.23 0.02
O -3.635745 2.406474 -0.315935 0.28 0.09 -0.08 0.00
O -2.231683 0.826459 0.452865 0.15 0.06 -0.24 -0.02
C -2.942574 0.839477 1.703782 -0.02 0.08 0.19 0.01
C -2.233051 1.399926 -4.291001 0.00 0.12 -0.03 0.00
O -2.464349 0.565162 -5.128568 0.02 -0.03 0.00 0.00
O -1.458370 2.473981 -4.461240 0.03 -0.13 0.02 0.00
C -0.958266 2.679311 -5.804205 -0.03 0.05 -0.04 0.00
C -3.883350 -2.484377 -1.649707 -0.01 -0.09 0.08 0.00
O -4.879217 -2.708580 -2.283671 0.01 0.09 0.04 0.00
O -3.442576 -3.186816 -0.606337 -0.04 0.05 -0.05 0.00
C -4.228613 -4.346964 -0.230544 -0.06 -0.05 0.04 0.00
H -2.792579 -4.368649 -2.773960 0.08 -0.02 -0.05 0.00
H -1.363056 -4.613130 -3.797164 -0.03 0.02 0.01 0.00
H -2.113781 -2.998636 -3.708297 0.01 -0.07 0.01 0.00
H -6.388833 -0.079039 -1.520264 0.02 -0.01 0.01 0.00
H -5.658608 1.537910 -1.347518 -0.01 -0.05 -0.02 0.00
H -5.062159 0.188753 -0.361822 -0.02 0.02 -0.04 0.00
H -0.451024 -0.215172 -4.231098 -0.01 0.00 0.04 0.00
H 1.001194 -0.755578 -3.376162 -0.02 -0.02 -0.04 0.00
H 0.802414 0.973772 -3.810637 0.00 0.00 -0.01 0.00
H -2.298148 0.331132 2.413982 -0.02 0.03 0.04 0.00
H -3.889710 0.311777 1.593805 0.05 0.00 0.01 0.00
H -3.135106 1.861172 2.020534 0.07 0.00 0.02 -0.01
H -0.091207 3.324647 -5.702925 -0.03 0.02 0.00 0.00
H -1.725171 3.175657 -6.394656 0.01 -0.03 -0.01 0.00
H -0.697792 1.730598 -6.266026 0.01 0.00 0.00 0.00
H -3.516685 -5.119939 0.043875 -0.01 0.01 0.01 0.00
H -4.851784 -4.667983 -1.060996 0.02 0.00 0.04 0.00
H -4.847419 -4.078153 0.622842 -0.01 -0.03 -0.04 0.00

***

Entry 2:
96
Properties=species:S:1:pos:R:3:forces:R:3:mulliken_charge:R:1 method="wB97M-V/def2-TZVPD" total_energy_ha=-4142.32911 lumo_energy_ev="3.330 / 3.330" e_homo_ev="-0.9 / -1.2" de_lowest_ev=5.2487 charge=-2 homo_lumo_gap_ev="4.3 / 4.5"
K 0.677331 -0.762168 -0.594890 0.22 0.07 -0.31 1.40
C 0.861263 3.806934 -2.754342 0.00 0.01 0.00 -1.52
N 0.206758 2.966370 -1.774852 0.04 -0.04 0.00 2.01
C 0.965070 2.381918 -0.741586 0.02 -0.13 0.11 -0.53
C 2.067669 2.361720 1.527993 -0.10 0.07 0.11 -1.35
N 2.357781 0.970284 1.272942 -0.04 0.12 -0.11 1.90
C 1.783124 0.086227 2.299268 0.06 0.05 0.01 -1.47
C 3.778636 0.690791 1.102760 0.00 -0.01 0.04 -1.10
C 4.586540 0.874302 2.226832 -0.01 0.01 0.01 0.24
C 5.932072 0.558619 2.238678 0.01 0.00 -0.02 -1.05
C 6.484611 0.022154 1.078010 -0.01 0.00 0.00 -0.40
C 5.704838 -0.136313 -0.047459 -0.02 0.03 0.00 -0.72
C 4.333948 0.217893 -0.107331 0.12 0.15 0.04 0.54
S 3.533236 0.118197 -1.651142 -0.23 -0.12 0.11 -0.46
C -1.150647 2.680806 -1.878212 0.02 0.06 -0.04 -1.21
C -1.992445 3.471292 -2.664738 0.01 -0.01 0.01 -0.54
C -3.361837 3.545391 -2.557953 -0.01 -0.03 0.01 -1.66
C -4.138466 2.930039 -1.457243 0.02 0.02 -0.01 0.02
C -3.471939 1.825307 0.305318 0.00 0.02 -0.01 -1.05
C -1.926604 1.727046 0.321298 -0.11 0.01 0.04 0.83
S -1.465496 0.326660 1.362961 0.23 0.05 -0.15 -0.17
H 0.747910 4.874074 -2.537203 -0.03 0.00 -0.02 0.36
H 0.470450 3.595478 -3.750276 0.01 -0.01 0.00 0.53
H 1.923060 3.560971 -2.760067 0.00 0.02 0.02 0.34
H 1.962315 2.105402 -1.083406 0.01 -0.03 0.07 1.13
H 0.429339 1.523896 -0.382824 -0.01 -0.18 0.06 -2.10
H 1.551707 2.496270 2.478903 0.00 -0.02 0.00 0.24
H 2.987801 2.940250 1.508249 0.00 -0.01 0.03 0.31
H 2.232519 0.257954 3.287546 0.01 -0.02 0.00 0.42
H 1.963475 -0.961947 2.041339 0.04 0.05 -0.07 0.47
H 0.710169 0.258145 2.348833 0.00 -0.02 0.05 0.14
H 4.131924 1.282236 3.124102 0.00 -0.01 0.00 0.35
H 6.529761 0.719961 3.127672 0.00 -0.01 0.00 0.35
H 7.531558 -0.261066 1.048269 0.00 0.01 0.00 0.34
H 6.140997 -0.528953 -0.957486 0.00 0.01 0.00 0.38
H -1.524884 4.116763 -3.398173 0.00 0.00 0.00 0.41
H -3.893567 4.142781 -3.288255 0.00 0.01 0.00 0.31
H -5.202146 3.111417 -1.618714 0.00 0.00 0.01 0.57
H -3.908119 1.332411 1.167629 0.01 0.00 0.00 0.61
C -2.125767 -3.024720 -3.086498 0.00 0.05 0.02 -0.83
C -3.461031 -2.531528 -2.943629 -0.02 0.03 0.01 -0.60
C -3.669013 -1.222316 -2.683234 0.00 -0.04 -0.01 -1.28
C -2.561815 -0.317696 -2.453706 0.00 0.00 0.06 0.84
N -1.316854 -0.771029 -2.994624 -0.13 -0.02 -0.23 0.62
C -1.114432 -2.129267 -3.146706 -0.05 -0.02 0.06 -0.23
C -2.674635 0.819252 -1.721748 0.05 0.02 -0.05 -0.68
C -3.903296 1.398577 -1.113977 -0.02 0.01 0.01 -1.09
C -3.769464 3.302326 0.054198 0.00 -0.02 0.00 -0.02
C -2.484709 3.988476 0.417588 0.01 0.03 0.00 -1.66
C -1.471698 3.140292 0.681372 -0.01 0.00 -0.07 -0.60
N -1.569232 1.534342 -1.162042 -0.01 -0.02 0.06 1.29
C -0.159207 3.616281 1.148024 -0.06 0.03 0.03 0.77
C -0.080513 4.627016 2.076012 0.02 -0.05 0.02 -0.76
C 1.026145 5.474796 2.211321 0.04 -0.01 0.00 -1.51
C 1.927820 5.434182 1.132275 -0.01 -0.01 0.04 -0.49
C 1.886196 4.437891 0.212060 -0.02 0.01 -0.05 -0.42
N 1.150471 3.199233 0.531746 0.04 -0.03 -0.04 2.34
H -1.916592 -4.075466 -3.228055 0.01 0.00 -0.01 0.56
H -4.301613 -3.206066 -3.049023 0.00 0.00 -0.01 0.41
H -4.670972 -0.837591 -2.561812 0.00 0.00 -0.02 0.40
H -0.096507 -2.407577 -3.386154 -0.01 0.01 -0.04 0.45
H -4.803098 0.793143 -1.191675 0.00 0.00 -0.01 0.55
H -4.635835 3.722458 0.570696 0.00 0.00 0.00 0.44
H -2.359606 5.065082 0.426543 -0.01 0.00 0.00 0.46
H -0.978550 4.800660 2.659344 -0.01 0.01 -0.01 0.46
H 1.055236 6.260025 2.952734 -0.01 0.01 -0.01 0.39
H 2.629311 6.244126 0.960187 0.01 0.00 0.00 0.40
H 2.520926 4.359984 -0.656365 -0.04 0.03 -0.02 0.33
O 0.822984 -3.407735 -0.462825 -0.05 -0.15 -0.03 -0.86
S -0.497324 -3.732616 0.161053 -0.06 0.07 -0.01 0.55
C -0.574131 -5.524228 0.201903 0.04 -0.03 0.07 0.02
C -1.781321 -6.151131 0.469096 -0.01 0.00 0.04 -0.39
C -1.834179 -7.536703 0.482917 -0.01 0.01 0.01 -0.65
C -0.690260 -8.278437 0.215315 0.01 0.00 -0.01 -0.36
C 0.506454 -7.636793 -0.073758 -0.01 -0.01 0.00 -0.74
C 0.568608 -6.250576 -0.085908 0.00 0.02 -0.05 -0.08
C -0.269830 -3.419895 1.909297 -0.07 -0.06 0.04 0.66
C -1.242429 -2.687818 2.568590 0.02 0.03 -0.05 -0.45
C -1.023736 -2.321496 3.891804 0.02 0.01 0.04 -0.47
C 0.151034 -2.690363 4.526773 -0.02 0.01 -0.01 -0.39
C 1.125383 -3.417217 3.846815 0.01 0.00 -0.01 -0.67
C 0.921101 -3.779534 2.527742 0.01 -0.02 0.00 -0.52
H -2.668660 -5.558307 0.659115 0.00 0.00 0.01 0.43
H -2.770477 -8.038521 0.691102 0.00 0.00 0.00 0.38
H -0.736119 -9.360258 0.217029 0.00 0.00 0.00 0.37
H 1.392100 -8.217027 -0.299878 0.00 0.00 0.00 0.38
H 1.476379 -5.715760 -0.338058 0.00 0.00 0.01 0.44
H -2.116626 -2.333807 2.035848 -0.01 0.00 0.01 0.43
H -1.754252 -1.706772 4.400043 -0.01 0.00 -0.01 0.32
H 0.328654 -2.383678 5.550086 0.00 0.00 0.00 0.38
H 2.054656 -3.673938 4.339435 0.00 0.00 0.00 0.36
H 1.686217 -4.298308 1.963037 0.00 -0.01 0.01 0.35
I -1.207199 0.223605 -7.030322 -0.01 -0.02 -0.08 -0.94
C -0.413877 0.099453 -3.539507 0.34 0.18 0.64 -0.97
H 0.550323 -0.274308 -3.842482 -0.11 -0.12 -0.20 0.41
H -0.624850 1.147771 -3.501561 -0.08 -0.01 -0.15 0.59